No. 1
DFT (wB97M-V/def2-TZVPD) results for a molecular structure, C47H46N3O3PRb.

For the HOMO-LUMO gap, the calculation gives 5.31 eV. Its charge is -1. For the LUMO energy, the calculation gives 1.91 eV. The HOMO energy is -3.4 eV. As for the strongest force on any atom: 0.58 eV Å⁻¹. Its energy relative to the best compared isomer or geometry (same formula, charge and spin) is 8.2 kcal/mol.

```
101
C47H46N3O3PRb | the Open Molecules 2025 dataset | wB97M-V/def2-TZVPD
Rb 0.12860 0.72404 -0.37485
C -1.38861 3.87724 -1.48929
O -1.32186 2.94024 -2.56530
C -2.36846 2.00212 -2.48575
C -2.13911 0.88244 -3.46760
O -1.03475 0.10192 -3.04059
C -1.12804 -1.29292 -3.24576
C -2.08174 -1.98069 -2.28266
O -1.77486 -1.56624 -0.97244
C -2.38376 -2.36311 0.03523
H -2.35321 4.40557 -1.49951
H -1.24112 3.39779 -0.51096
H -0.58709 4.60044 -1.64528
H -2.42858 1.58506 -1.47587
H -3.33339 2.48527 -2.69715
H -3.05407 0.28192 -3.52020
H -1.93678 1.28816 -4.46486
H -1.42679 -1.52601 -4.27550
H -0.11576 -1.66959 -3.08796
H -3.13127 -1.74805 -2.51672
H -1.95967 -3.06573 -2.38777
H -3.47566 -2.37807 -0.08306
H -2.00020 -3.38526 0.00934
H -2.14229 -1.90398 0.99388
C 0.42240 -6.09259 -0.21198
C 0.88375 -5.85925 1.07553
C 1.26316 -4.57860 1.46211
C 1.17103 -3.50092 0.58162
C 0.72764 -3.75505 -0.71534
C 0.35711 -5.03454 -1.11000
P 1.68722 -1.77840 1.04428
C 1.51000 -1.88451 2.88442
C 0.34140 -2.40075 3.45721
C 0.05279 -2.22599 4.80340
C 0.92170 -1.51291 5.61958
C 2.07170 -0.96970 5.06614
C 2.35676 -1.14752 3.71746
C 3.49021 -1.96586 0.78087
C 4.47377 -2.37060 1.64300
C 5.81296 -2.43905 1.18656
C 6.13843 -2.11272 -0.10237
C 5.13562 -1.71324 -1.02444
C 5.39828 -1.39315 -2.37845
C 4.35198 -1.06387 -3.20281
C 3.01615 -1.03913 -2.72555
C 2.67430 -1.32697 -1.41546
C 3.78719 -1.65434 -0.58116
H 0.13525 -7.09222 -0.51833
H 0.96391 -6.67782 1.78279
H 1.64090 -4.41970 2.46622
H 0.73063 -2.93088 -1.41310
H 0.02859 -5.20848 -2.12961
H -0.36191 -2.94744 2.83687
H -0.86301 -2.63825 5.21328
H 0.69254 -1.36402 6.66824
H 2.74711 -0.38649 5.68133
H 3.24248 -0.67959 3.30285
H 4.24925 -2.64277 2.66820
H 6.58938 -2.76013 1.87523
H 7.17159 -2.17636 -0.43573
H 6.41837 -1.41647 -2.74981
H 4.55756 -0.80616 -4.24099
H 2.24977 -0.73861 -3.44540
C 0.72064 2.55379 3.90594
C -0.42977 2.37210 4.66274
C -1.64716 2.31526 4.00900
C -1.69695 2.40832 2.61074
C -0.56574 2.61580 1.78434
C 0.63553 2.68670 2.52225
C -3.04491 2.28039 1.99711
C -4.11846 3.06461 2.52647
C -5.36271 2.98034 1.99594
C -5.59677 2.07364 0.93615
C -6.86329 1.89587 0.33543
C -7.03850 0.98321 -0.66726
C -5.94550 0.20441 -1.10318
C -4.70941 0.36319 -0.53992
C -4.49295 1.31233 0.48812
N -3.23226 1.43651 1.00417
H 1.68798 2.58671 4.40105
H -0.37463 2.25918 5.73903
H -2.55800 2.15620 4.58575
H 1.57822 2.83458 1.98916
H -3.89863 3.74646 3.33645
H -6.17868 3.58953 2.36880
H -7.69690 2.49309 0.68992
H -8.01303 0.84917 -1.12189
H -6.09318 -0.52922 -1.88952
H -3.85357 -0.21928 -0.84939
C 2.59368 4.98033 -4.16141
N 2.82782 3.93902 -3.18628
C 4.00306 3.68109 -2.51428
C 3.72655 2.64286 -1.67101
N 2.41657 2.25700 -1.80998
C 1.90727 3.05533 -2.71652
H 3.32702 4.92604 -4.96539
H 2.64279 5.96715 -3.70158
H 1.60243 4.84401 -4.58654
H 4.90417 4.24270 -2.70448
H 4.39672 2.12749 -0.99563
H 0.88107 3.03655 -3.07033
```

***

No. 2
DFT (wB97M-V/def2-TZVPD) results for a molecular structure, C12H28ClIN3O2.

For the HOMO-LUMO gap, the calculation gives 5.29 eV. Its charge is +1. For the LUMO energy, the calculation gives -5.46 eV. The HOMO energy is -10.7 eV. As for the strongest force on any atom: 3.90 eV Å⁻¹.

```
47
C12H28ClIN3O2 | the Open Molecules 2025 dataset | wB97M-V/def2-TZVPD
Cl 5.67396 0.77925 -1.98446
C 5.06624 1.80928 -3.40025
I 6.46433 1.31013 -5.00778
C 3.62255 1.29843 -3.98559
C 2.73641 2.66507 -3.70744
C 3.77305 3.91088 -3.38257
N 5.00891 3.31265 -3.24224
H 3.73358 1.25984 -5.16344
H 3.10655 0.35717 -3.51488
H 1.81338 2.88823 -4.42517
H 2.25046 2.40759 -2.64795
H 3.49081 5.06748 -3.29262
H 5.90520 3.80860 -3.00314
C -0.12310 -1.39233 -1.12852
C 1.39902 -1.32475 -1.04115
C 1.95182 -1.60269 0.37599
O 1.80171 -0.51490 1.29255
C 0.51143 -0.41248 1.87580
N 1.84928 -0.01910 -1.54718
H -0.61017 -0.50321 -0.72174
H -0.44056 -1.47664 -2.17492
H -0.50881 -2.26784 -0.59481
H 1.79470 -2.10373 -1.70460
H 3.03238 -1.76635 0.28944
H 1.53316 -2.52489 0.79788
H 0.05653 -1.39272 2.04732
H -0.13253 0.20430 1.24650
H 0.61225 0.09503 2.83875
H 2.86901 -0.01700 -1.58382
H 1.63130 0.67717 -0.82855
C -5.72313 -1.11163 2.68362
C -4.59227 -1.37693 3.67349
C -3.48517 -0.29756 3.65414
O -2.59482 -0.38439 2.53806
C -3.09747 0.18828 1.34019
N -4.04086 -2.71701 3.42121
H -5.45006 -1.35448 1.65421
H -6.59784 -1.72470 2.93233
H -6.03544 -0.06208 2.71596
H -5.03507 -1.37261 4.67721
H -2.85811 -0.44290 4.54160
H -3.90589 0.71240 3.73599
H -3.71574 1.07049 1.53169
H -3.65997 -0.55967 0.77869
H -2.24661 0.48974 0.72362
H -3.35758 -2.93122 4.14814
H -3.47687 -2.65819 2.56844
```

***

No. 3
DFT (wB97M-V/def2-TZVPD) results for a molecular structure, C24H44AsF3HgN8O3PS.

For the HOMO-LUMO gap (spin up / spin down), the calculation gives 7.06 / 5.50 eV. Its expectation value of S² is 0.756. Its charge is -2. For the LUMO energy (spin up / spin down), the calculation gives 4.01 / 2.45 eV. The HOMO energy (spin up / spin down) is -3.1 / -3.1 eV. The spin multiplicity is 2. As for the strongest force on any atom: 3.99 eV Å⁻¹. Its energy relative to the best compared isomer or geometry (same formula, charge and spin) is 32.4 kcal/mol.

```
86
C24H44AsF3HgN8O3PS | the Open Molecules 2025 dataset | wB97M-V/def2-TZVPD
Hg -7.78659 -13.26516 3.11431
O -12.73624 -14.93713 11.21967
C -12.03041 -14.44519 10.30147
O -12.39440 -14.07972 9.17527
H -10.94525 -14.28386 10.60555
S -4.41443 -20.46935 -1.16484
C -4.51245 -20.71963 0.45290
N -4.56594 -20.86859 1.64881
F -7.42418 -10.70627 4.48088
C -6.96231 -11.29229 3.26343
F -5.59916 -11.00491 3.27388
F -7.50496 -10.48140 2.32938
C -9.75604 -12.46446 9.28180
N -9.08595 -12.45654 8.06163
C -8.40606 -11.23596 7.76469
P -9.13026 -13.66450 6.88558
O -8.13512 -13.28247 5.84813
N -10.67472 -13.99408 6.40558
C -11.53654 -12.83494 6.36934
C -11.25446 -15.35481 6.34802
N -8.54376 -15.04948 7.62381
C -9.22457 -15.63285 8.80768
C -7.13901 -15.16410 7.68710
H -10.25617 -11.44420 9.47042
H -9.12761 -12.60242 10.10845
H -10.64179 -13.12208 9.38908
H -9.03071 -10.36001 8.03029
H -7.98477 -11.12965 6.77198
H -7.64374 -11.17793 8.58884
H -10.97626 -11.90817 6.53549
H -12.20488 -12.89151 7.21965
H -12.05938 -12.74203 5.41730
H -10.43207 -16.04289 6.09295
H -11.98301 -15.40341 5.50418
H -11.73054 -15.54400 7.32238
H -10.27596 -15.33607 8.85643
H -8.80399 -15.14146 9.72378
H -9.11168 -16.73586 8.77844
H -6.65506 -15.15771 6.70225
H -6.81691 -16.05485 8.31153
H -6.71441 -14.22872 8.14032
C -7.58718 -17.26180 -1.53671
As -7.61524 -15.72989 -0.33588
C -5.67045 -15.70106 0.00591
C -8.03679 -16.71811 1.32117
C -9.32921 -17.39690 1.24157
C -10.46074 -16.69739 1.72298
C -11.75108 -17.18125 1.53509
C -11.92998 -18.46096 1.00938
C -10.82731 -19.14083 0.43946
C -9.53414 -18.60076 0.61798
H -7.43213 -18.23057 -1.06682
H -6.81480 -17.15094 -2.27788
H -8.49057 -17.23943 -2.08757
H -5.13348 -15.43696 -0.85360
H -5.34348 -16.67165 0.38693
H -5.55357 -14.86717 0.71924
H -7.93490 -15.92715 2.14686
H -7.22083 -17.44357 1.54851
H -10.24373 -15.79161 2.19118
H -12.56747 -16.66494 2.05596
H -12.89567 -18.98911 0.99001
H -11.04912 -20.07497 -0.02763
H -8.67259 -19.19013 0.31866
C -5.31224 -17.76233 3.28547
N -4.20135 -18.00677 4.16496
C -4.05388 -19.47646 4.34101
N -5.30256 -20.10519 4.94762
C -6.35640 -19.85776 4.03918
N -6.58035 -18.35555 3.83176
C -6.75933 -17.69353 5.12149
N -5.74560 -18.02334 6.10813
C -4.56036 -17.43825 5.53035
C -5.62654 -19.51458 6.21607
H -5.06286 -18.09744 2.26149
H -5.46982 -16.67518 3.11528
H -3.22625 -19.73360 4.97307
H -3.94419 -19.88841 3.39048
H -7.27157 -20.26819 4.46964
H -6.20205 -20.31213 3.09697
H -7.76233 -18.02585 5.52172
H -6.81862 -16.63626 4.96366
H -3.66728 -17.58923 6.16807
H -4.74443 -16.41688 5.41063
H -6.57128 -19.93500 6.63120
H -4.83968 -19.73295 6.92675
```

***

No. 4
DFT (wB97M-V/def2-TZVPD) results for C2H6N4O2 in the gas phase.

For the HOMO-LUMO gap, the calculation gives 8.46 eV. The structure (SMILES) is NN(/C=N\O)/C=N/O. For the LUMO energy, the calculation gives 0.89 eV. The HOMO energy is -7.6 eV. As for the strongest force on any atom: 5.09 eV Å⁻¹. Its energy relative to the best compared isomer or geometry (same formula, charge and spin) is 130.9 kcal/mol.

```
14
C2H6N4O2 | the Open Molecules 2025 dataset | wB97M-V/def2-TZVPD
C -1.13867 -0.78204 -0.47863
C 1.13138 -0.41771 0.14417
H 0.56628 2.14352 0.04844
H -1.10488 1.82804 -0.54671
H -0.94942 -1.54127 -1.20952
H -3.70451 -0.23268 0.88008
H 1.07529 -1.53787 0.47340
H 4.06802 -0.05054 0.05763
N -0.14666 1.49082 -0.27030
N -0.09742 0.18084 0.02375
N -2.40344 -0.83497 -0.25247
N 2.20680 0.23226 0.04530
O -2.80904 0.11310 0.76394
O 3.30626 -0.59150 0.32092
```

***

No. 5
DFT (wB97M-V/def2-TZVPD) results for 2 unconnected molecules or ions with the total composition C5H9NO2.

For the HOMO-LUMO gap, the calculation gives 8.81 eV. For the LUMO energy, the calculation gives 0.65 eV. The HOMO energy is -8.2 eV. As for the strongest force on any atom: 5.08 eV Å⁻¹. Its energy relative to the best compared isomer or geometry (same formula, charge and spin) is 105.5 kcal/mol.

```
17
C5H9NO2 | the Open Molecules 2025 dataset | wB97M-V/def2-TZVPD
C -1.21969 -2.57669 0.10031
C -0.22848 -1.83031 0.42755
C -1.59302 0.65549 -0.17638
C 2.13613 1.14966 -0.32108
C -0.17148 0.33914 -0.47144
N 0.70994 1.26370 0.11973
O -1.73205 1.56510 0.77057
O -2.47625 0.07315 -0.73191
H -1.25457 -3.45580 0.64679
H -2.02184 -2.05808 -0.27215
H 0.77250 -2.03461 0.81747
H 2.12441 1.50119 -1.33139
H 2.73744 1.74689 0.38903
H 2.47376 0.12589 -0.34888
H 0.13291 0.11825 -1.55829
H 0.53888 1.31898 1.10450
H -0.92858 2.09804 0.83557
```

***

No. 6
DFT (wB97M-V/def2-TZVPD) results for a molecular structure, C3H2EuFO2.

For the HOMO-LUMO gap (spin up / spin down), the calculation gives 3.14 / 2.84 eV. Its expectation value of S² is 15.786. Its charge is +1. For the LUMO energy (spin up / spin down), the calculation gives -6.97 / -6.28 eV. The HOMO energy (spin up / spin down) is -10.1 / -9.1 eV. The spin multiplicity is 8. As for the strongest force on any atom: 3.48 eV Å⁻¹. Its energy relative to the best compared isomer or geometry (same formula, charge and spin) is 68.2 kcal/mol.

```
9
C3H2EuFO2 | the Open Molecules 2025 dataset | wB97M-V/def2-TZVPD
O -1.64548 -1.63081 -0.01105
C -0.73468 -0.59932 -0.22072
O 0.51844 -0.75092 -0.05396
C -2.76817 -0.57828 -0.00548
C -1.67252 0.39634 -0.19791
H -3.30266 -0.59014 0.95437
H -3.43276 -0.77786 -0.85745
F -1.55479 1.71939 0.02855
Eu 2.64771 0.40027 0.35095
```

***

Calculated values (Eh) of energy for the records, taken in order: -2573.951731 -1546.257962 -5033.017038 -449.112575 -401.008667 -1075.710884.